Entry 1:
C4H6O2S2 | ωB97M-V/def2-TZVPD

```
14
Properties=species:S:1:pos:R:3:nbo_charge:R:1
C -0.57398 1.76112 -1.39558 -0.77
S -1.45068 0.51625 -0.46119 0.23
C -0.17967 0.17211 0.75804 -0.10
C -0.38471 -1.22932 1.40114 -0.11
O 0.22329 -2.01749 0.35474 -0.48
C 1.22511 -1.33702 -0.15583 0.47
S 2.46248 -1.88507 -1.03547 -0.10
O 1.14143 -0.09597 0.23471 -0.49
H 0.48070 1.52127 -1.52075 0.24
H -1.04621 1.72297 -2.40242 0.24
H -0.63534 2.78767 -1.00575 0.22
H -0.08836 1.05592 1.42175 0.23
H 0.23362 -1.28924 2.32533 0.20
H -1.40767 -1.68322 1.48128 0.23
```

Output
Energy in Eh: -1102.83963
Multiplicity: 1
Kohn-Sham gap in eV: 9.37
M in u: 150.22
HOMO energy in eV: -8.77
SMILES: CS[C@H]1COC(=S)O1
Energy relative to the best compared isomer or geometry (same formula, charge and spin) in kJ/mol: 153.1

---

Entry 2:
C29H23N5O3STc | ωB97M-V/def2-TZVPD

```
62
Properties=species:S:1:pos:R:3:lowdin_spin:R:1
Tc 0.24335 -0.81387 0.90744 0.93
O 4.12707 -2.52020 -2.84352 0.00
C 3.12973 -2.46910 -3.76633 0.00
C 3.43376 -3.09847 -4.97099 0.00
C 2.53116 -3.10114 -6.00813 0.00
C 1.29048 -2.47168 -5.87229 0.00
C 0.97037 -1.88237 -4.67949 0.00
C 1.86798 -1.87627 -3.58941 0.00
C 1.36835 -1.32821 -2.31724 0.00
O 2.38713 -1.06136 -1.42486 -0.03
N 0.11766 -1.11279 -2.17437 -0.01
N -0.49333 -0.67946 -1.00541 0.01
C -1.69394 -0.22979 -1.27773 0.02
C -2.71119 0.13582 -0.35845 0.02
C -3.89673 0.70082 -0.89980 0.00
C -4.95591 1.00712 -0.09696 0.01
C -4.87539 0.73170 1.28370 0.01
C -3.75261 0.16773 1.83528 0.00
C -2.64987 -0.12878 1.02371 0.02
O -1.57953 -0.67807 1.58436 0.08
H 3.93310 -1.92360 -2.11900 0.00
H 4.40589 -3.56395 -5.06354 0.00
H 2.79348 -3.58664 -6.93941 0.00
H 0.59344 -2.44457 -6.69814 0.00
H 0.01177 -1.39964 -4.55495 0.00
H -1.92964 -0.17379 -2.33578 0.00
H -3.94442 0.88638 -1.96684 0.00
H -5.85289 1.44380 -0.51358 0.00
H -5.72069 0.96144 1.92059 0.00
H -3.68636 -0.05178 2.89280 0.00
C -0.82792 3.50016 1.03042 0.00
C -0.72279 3.75896 2.38207 0.00
C -0.12743 2.81200 3.20684 0.00
C 0.32331 1.63216 2.65672 0.00
N 0.17046 1.35417 1.34225 0.00
C -0.37768 2.28221 0.55072 0.00
C 1.03456 0.59501 3.44554 0.01
C 1.67380 0.87428 4.63895 0.00
C 2.38772 -0.12584 5.27898 0.01
C 2.46381 -1.38159 4.69789 0.00
C 1.82016 -1.59068 3.49780 0.01
N 1.10187 -0.63341 2.88349 0.01
H -1.25901 4.21951 0.34807 0.00
H -1.08972 4.68913 2.79643 0.00
H -0.02676 2.99584 4.26707 0.00
H -0.44086 2.03942 -0.50092 0.00
H 1.64149 1.87279 5.05068 0.00
H 2.89945 0.08057 6.21005 0.00
H 3.02600 -2.18508 5.15318 0.00
H 1.87917 -2.54331 2.98761 0.00
S 2.31074 -0.75714 0.17920 -0.12
C -0.10690 -2.92083 0.90512 0.00
N -0.57501 -3.46926 2.05833 0.00
C -0.97279 -4.74803 2.21973 0.00
C -0.91931 -5.60909 1.15785 0.00
C -0.46530 -5.11260 -0.05945 0.00
C -0.06716 -3.78930 -0.17920 0.01
H -0.68963 -2.85633 2.85565 0.00
H -1.32330 -5.02257 3.20439 0.00
H -1.23583 -6.63493 1.27764 0.00
H -0.42962 -5.76252 -0.92503 0.00
H 0.27905 -3.42729 -1.13585 0.00
```

Output
Energy in Eh: -2096.89242
Multiplicity: 2
Kohn-Sham gap (spin up / spin down) in eV: 5.31 / 5.39
M in u: 619.60
HOMO energy (spin up / spin down) in eV: -13.04 / -13.07
Total charge: +2

---

Entry 3:
C3H3NO2 | ωB97M-V/def2-TZVPD

```
9
Properties=species:S:1:pos:R:3:nbo_charge:R:1
O -1.36456 1.43241 -0.21472 -0.62
C -0.72498 1.06144 -1.21683 0.60
O 0.36559 0.48105 -0.80399 -0.60
C 0.98012 -0.37777 0.67454 -0.08
C -0.01658 -1.32440 0.98464 0.19
N -0.94430 -1.98139 1.23908 -0.19
H -1.20986 1.07501 -2.22566 0.18
H 1.84614 -0.77283 0.13627 0.26
H 1.06843 0.40647 1.42667 0.27
```

Output
Energy in Eh: -321.22972
Multiplicity: 1
Kohn-Sham gap in eV: 8.37
M in u: 85.06
HOMO energy in eV: -9.73
Energy relative to the best compared isomer or geometry (same formula, charge and spin) in kJ/mol: 388.4